66
Properties=species:S:1:pos:R:3 method="wB97M-V/def2-TZVPD" smiles="CCn1nc(C)c(CNC(=O)c2ccc(OC3CCN(Cc4ccccn4)CC3)cc2)c1C" mol_weight_g_mol=447.6 homo_lumo_gap_ev=9.14 e_tot_ha=-1434.83466 de_lowest_kcal_mol=0.0 homo_ev=-8.520
C 7.59 0.25 4.45
C 6.30 0.68 3.75
N 5.52 -0.45 3.34
N 4.62 -0.97 4.18
C 4.09 -2.02 3.57
C 3.05 -2.86 4.21
C 4.67 -2.18 2.30
C 4.30 -3.20 1.27
N 3.31 -2.67 0.34
C 1.99 -2.93 0.47
O 1.55 -3.77 1.24
C 1.10 -2.16 -0.45
C -0.09 -2.75 -0.87
C -0.97 -2.09 -1.69
C -0.69 -0.79 -2.11
O -1.46 -0.03 -2.93
C -2.77 -0.45 -3.27
C -3.25 0.47 -4.39
C -3.42 1.90 -3.88
N -4.37 1.93 -2.78
C -4.68 3.30 -2.39
C -5.83 3.34 -1.42
C -5.63 3.52 -0.05
C -6.73 3.53 0.79
C -7.99 3.37 0.24
C -8.09 3.21 -1.13
N -7.04 3.20 -1.94
C -3.87 1.14 -1.67
C -3.74 -0.32 -2.08
C 0.50 -0.19 -1.69
C 1.38 -0.86 -0.87
C 5.58 -1.15 2.18
C 6.48 -0.77 1.06
H 8.22 -0.33 3.78
H 7.35 -0.36 5.31
H 8.14 1.13 4.78
H 6.52 1.30 2.87
H 5.68 1.26 4.44
H 3.49 -3.78 4.59
H 2.28 -3.13 3.48
H 2.60 -2.33 5.04
H 3.84 -4.07 1.75
H 5.17 -3.53 0.70
H 3.61 -1.93 -0.27
H -0.31 -3.75 -0.53
H -1.88 -2.59 -2.00
H -2.75 -1.48 -3.64
H -4.21 0.11 -4.76
H -2.53 0.46 -5.21
H -3.81 2.53 -4.69
H -2.43 2.29 -3.57
H -3.80 3.81 -1.94
H -4.98 3.84 -3.29
H -4.63 3.65 0.34
H -6.60 3.67 1.85
H -8.87 3.38 0.86
H -9.05 3.09 -1.61
H -4.58 1.21 -0.85
H -2.89 1.51 -1.32
H -4.71 -0.70 -2.39
H -3.38 -0.90 -1.23
H 0.70 0.82 -2.01
H 2.27 -0.35 -0.53
H 6.43 -1.52 0.27
H 6.20 0.19 0.63
H 7.52 -0.70 1.39

=====

28
Properties=species:S:1:pos:R:3 method="wB97M-V/def2-TZVPD" mol_weight_g_mol=205.3 homo_lumo_gap_ev=8.26 e_tot_ha=-988.49783 de_lowest_kcal_mol=52.2 homo_ev=-7.704
C -2.48 0.65 0.23
C -2.43 -0.17 -1.01
C -1.11 0.95 0.77
C -1.74 -1.49 -0.93
C -0.36 -0.32 1.13
C 3.30 2.36 0.46
C 3.35 -0.05 0.86
N 3.90 -1.76 -0.72
N 3.50 -0.79 -0.06
N 3.27 1.20 1.34
O 0.60 -0.27 -1.38
O 0.45 -2.42 -0.18
S -0.09 -1.13 -0.50
H -2.93 1.58 -0.14
H -3.08 0.22 1.07
H -3.35 -0.18 -1.55
H -1.89 0.44 -1.74
H -0.46 1.42 0.07
H -1.19 1.63 1.69
H -2.02 -2.14 -0.02
H -1.76 -2.05 -1.83
H -1.10 -1.01 1.72
H 3.06 3.26 1.08
H 4.35 2.49 0.02
H 2.51 2.25 -0.25
H 0.54 -0.13 1.82
H 3.19 -2.24 -1.22
H 3.41 1.33 2.30

=====

127
Properties=species:S:1:pos:R:3 method="wB97M-V/def2-TZVPD" smiles="C[C@H]1COC(=O)O1.C[C@H]1COC(=O)O1.C[C@H]1COC(=O)O1.C[C@H]1COC(=O)O1.C[C@H]1COC(=O)O1.C[C@H]1COC(=O)O1.C[C@H]1COC(=O)O1.COC(=O)OC.COC(=O)OC.COC(=O)OC" mol_weight_g_mol=984.9 homo_lumo_gap_ev=9.75 e_tot_ha=-3702.91640 de_lowest_kcal_mol=65.6 homo_ev=-9.959
C 0.19 2.18 1.73
C -0.42 2.11 3.16
C 0.21 3.16 4.12
O -0.90 3.80 4.66
C -1.99 3.51 4.01
O -3.09 4.09 4.13
O -1.74 2.62 3.08
H 0.66 3.15 1.49
H -0.52 1.84 0.97
H 1.07 1.56 1.70
H -0.36 1.11 3.54
H 0.73 3.95 3.65
H 0.88 2.71 4.81
C 1.29 -0.70 -0.26
C 0.17 -1.43 0.32
C 0.31 -2.95 0.23
O 0.91 -3.21 1.49
C 0.72 -2.23 2.30
O 0.97 -2.22 3.49
O 0.18 -1.23 1.71
H 2.24 -1.08 0.17
H 1.19 0.37 -0.20
H 1.36 -1.00 -1.31
H -0.83 -1.15 -0.14
H 0.98 -3.25 -0.61
H -0.72 -3.42 0.20
C -2.37 -4.54 -4.64
C -1.66 -3.19 -4.34
C -1.16 -3.12 -2.91
O 0.21 -3.56 -3.06
C 0.55 -3.42 -4.25
O 1.67 -3.73 -4.64
O -0.44 -3.14 -5.05
H -1.71 -5.44 -4.40
H -2.56 -4.57 -5.73
H -3.29 -4.61 -4.04
H -2.33 -2.32 -4.41
H -1.81 -3.70 -2.22
H -1.09 -2.12 -2.52
C -0.27 1.82 -5.82
C -1.64 1.93 -5.08
C -2.35 0.60 -4.97
O -2.20 0.11 -3.63
C -1.65 1.10 -2.92
O -1.44 1.04 -1.72
O -1.47 2.21 -3.68
H 0.33 1.08 -5.34
H 0.32 2.72 -5.82
H -0.46 1.56 -6.88
H -2.25 2.63 -5.60
H -2.11 -0.15 -5.78
H -3.37 0.90 -5.20
C 1.15 4.08 -2.79
C 1.45 3.15 -1.68
C 2.23 1.89 -2.19
O 3.30 1.71 -1.26
C 3.44 2.83 -0.54
O 4.35 3.14 0.23
O 2.49 3.68 -0.80
H 0.71 4.97 -2.30
H 0.38 3.74 -3.50
H 2.05 4.34 -3.36
H 0.52 2.88 -1.12
H 2.79 2.10 -3.08
H 1.63 1.05 -2.36
C 2.89 0.71 4.05
C 3.76 1.11 2.85
C 5.23 1.33 3.07
O 5.79 1.14 1.85
C 5.05 0.30 1.19
O 5.37 -0.30 0.15
O 3.83 0.23 1.75
H 2.98 1.37 4.93
H 3.21 -0.36 4.29
H 1.84 0.67 3.82
H 3.36 2.01 2.41
H 5.70 0.67 3.88
H 5.53 2.36 3.42
C -2.93 -1.78 2.79
C -3.17 -0.33 2.31
C -4.37 -0.07 1.40
O -5.10 0.97 2.05
C -4.64 1.14 3.26
O -5.27 1.72 4.12
O -3.49 0.44 3.44
H -2.30 -1.76 3.68
H -2.45 -2.38 2.09
H -3.84 -2.35 3.13
H -2.22 0.09 1.83
H -4.95 -0.97 1.36
H -4.12 0.23 0.37
C -0.11 -0.37 6.15
O 0.85 0.69 6.40
C 0.82 1.42 7.51
O 0.03 1.11 8.64
O 1.55 2.50 7.44
C 1.69 3.38 8.60
H 0.25 -1.31 6.68
H -0.26 -0.54 5.02
H -1.01 -0.14 6.70
H 0.79 3.86 8.95
H 2.30 4.22 8.36
H 2.08 2.90 9.52
C 4.09 -1.49 -2.85
O 4.35 -1.14 -4.20
C 3.36 -0.60 -4.91
O 1.95 -0.64 -4.48
O 3.76 -0.02 -6.04
C 2.80 0.61 -6.87
H 4.92 -1.80 -2.13
H 3.56 -2.41 -2.94
H 3.35 -0.87 -2.37
H 1.80 0.18 -6.76
H 3.05 0.65 -7.92
H 2.62 1.67 -6.69
C -4.73 -1.96 -2.72
O -4.69 -3.25 -2.11
C -4.15 -3.43 -0.90
O -3.46 -2.37 -0.25
O -4.22 -4.61 -0.37
C -3.64 -4.77 0.90
H -5.32 -2.18 -3.62
H -3.74 -1.52 -3.06
H -5.29 -1.29 -2.09
H -4.00 -4.26 1.75
H -2.58 -4.53 0.99
H -3.86 -5.80 1.14

=====

65
Properties=species:S:1:pos:R:3 method="wB97M-V/def2-TZVPD" mol_weight_g_mol=871.9 homo_lumo_gap_ev=5.38 total_charge=-2 e_tot_ha=-3081.43128 de_lowest_kcal_mol=17.1 homo_ev=-1.324
Hf 10.81 11.72 9.18
C 7.00 13.73 10.16
C 7.94 12.73 9.61
N 9.14 12.58 10.30
N 9.22 13.24 11.50
C 9.97 14.32 11.45
N 10.08 15.01 12.69
S 10.71 15.02 10.06
C 7.78 12.09 8.44
C 6.57 11.98 7.69
C 6.45 11.09 6.67
C 7.58 10.22 6.39
C 8.80 10.50 6.94
N 8.98 11.54 7.85
H 7.44 14.76 9.93
H 6.06 13.87 9.64
H 6.92 13.62 11.27
H 9.74 14.40 13.40
H 11.09 15.32 12.81
H 5.81 12.59 8.00
H 5.60 10.99 6.04
H 7.49 9.41 5.65
H 9.81 10.06 6.71
I 9.06 9.44 10.74
C 9.89 7.78 9.75
C 9.49 6.53 10.03
C 9.97 5.46 9.27
C 11.01 5.63 8.41
C 11.49 6.90 8.20
C 12.59 7.17 7.36
C 13.06 8.48 7.09
C 12.39 9.60 7.66
C 11.41 9.44 8.58
C 11.01 8.07 8.86
H 8.60 6.42 10.64
H 9.48 4.47 9.46
H 11.52 4.78 7.91
H 13.09 6.29 6.89
H 14.02 8.59 6.63
H 12.73 10.61 7.43
O 13.15 13.93 11.76
P 13.50 12.45 11.31
O 14.35 11.77 12.30
O 12.16 11.84 10.90
O 14.51 12.76 10.05
P 13.99 13.06 8.56
O 13.82 14.68 8.46
O 15.03 12.64 7.62
O 12.63 12.39 8.25
H 12.38 14.29 11.21
H 13.14 14.99 9.04
C 8.67 14.43 6.75
C 9.83 13.43 6.43
C 9.55 12.78 5.08
C 11.18 14.16 6.41
N 9.98 12.46 7.46
H 8.81 15.19 5.95
H 8.84 14.89 7.69
H 7.68 14.00 6.61
H 9.52 13.57 4.34
H 8.68 12.14 5.12
H 10.46 12.19 4.84
H 11.13 14.91 5.58
H 12.04 13.55 6.27
H 11.40 14.88 7.21

=====

76
Properties=species:S:1:pos:R:3 method="wB97M-V/def2-TZVPD" mol_weight_g_mol=741.8 homo_lumo_gap_ev="5.28 / 5.30" total_charge=+1 e_tot_ha=-2812.66720 homo_ev="-10.680 / -10.694"
Ru 0.80 0.48 1.11
N -1.33 -0.59 4.65
C -1.07 -0.93 3.39
N -0.44 0.08 2.81
C -0.32 1.01 3.80
N -0.86 0.65 4.93
C 0.37 2.24 3.50
C 0.50 3.31 4.36
N 1.16 4.41 4.01
C 1.68 4.42 2.79
C 1.59 3.34 1.93
N 0.92 2.24 2.29
H -1.81 -1.12 5.36
H -1.34 -1.86 2.93
H 0.06 3.27 5.35
H 2.20 5.32 2.48
H 2.04 3.36 0.95
C -4.19 -1.79 -0.68
C -3.62 -3.10 -1.20
C -4.51 -4.26 -0.74
C -3.60 -3.04 -2.74
C -2.19 -3.33 -0.72
C -1.48 -4.47 -1.16
C -0.17 -4.71 -0.81
C 0.47 -3.77 -0.01
S 2.12 -3.74 0.54
C 1.84 -2.22 1.27
N 0.61 -1.76 1.18
C -0.19 -2.63 0.43
C -1.53 -2.43 0.11
C 2.87 -1.40 1.88
C 4.12 -1.91 2.24
C 5.04 -1.09 2.85
C 4.72 0.24 3.08
C 3.48 0.75 2.69
C 2.53 -0.05 2.07
H -5.21 -1.66 -1.06
H -3.60 -0.94 -1.02
H -4.25 -1.77 0.41
H -5.54 -4.09 -1.08
H -4.52 -4.33 0.35
H -4.17 -5.21 -1.14
H -4.58 -2.74 -3.11
H -3.36 -4.01 -3.18
H -2.86 -2.31 -3.08
H -1.98 -5.17 -1.81
H 0.35 -5.59 -1.16
H -2.02 -1.54 0.47
H 4.35 -2.95 2.04
H 6.01 -1.48 3.14
H 5.43 0.89 3.57
H 3.30 1.80 2.89
C 2.63 4.29 -5.08
C 1.89 3.35 -4.17
C 2.25 3.23 -2.83
C 1.65 2.29 -2.01
C 0.64 1.49 -2.54
C 0.23 1.62 -3.86
C 0.86 2.55 -4.66
S 0.04 0.11 -1.62
O 1.24 -0.44 -0.93
O -0.68 -0.74 -2.51
N -0.88 0.54 -0.33
C -1.92 1.38 -0.64
C -1.47 3.28 -0.37
O -2.47 3.86 -0.67
O -0.34 3.34 0.02
H 3.62 4.53 -4.68
H 2.08 5.22 -5.21
H 2.76 3.84 -6.07
H 3.03 3.86 -2.43
H 1.99 2.14 -1.00
H -0.54 0.97 -4.25
H 0.57 2.65 -5.70
H -2.75 1.35 0.07
H -2.22 1.43 -1.68